Model A:
Formula: C2H4O3S
Source: the OMol25 dataset
Level of theory: wB97M-V/def2-TZVPD

Summary:
SMILES	O=C(S)COO
Kohn-Sham gap	10.40	eV
highest occupied orbital energy	-9.87	eV

Bonds (Å) are listed after each position.
Positions of all 10 atoms, in Å:
1 O 1.545 -1.376 0.387  C2 1.193
2 C 0.834 -0.529 -0.059  O1 1.193, S3 1.831, C4 1.544
3 S 1.431 1.197 -0.186  C2 1.831, H7 1.345
4 C -0.590 -0.694 -0.633  C2 1.544, O5 1.424, H8 1.029, H9 1.191
5 O -1.300 0.536 -0.525  C4 1.424, O6 1.451
6 O -1.339 0.817 0.898  O5 1.451, H10 0.971
7 H 2.087 1.024 0.975  S3 1.345
8 H -0.593 -0.989 -1.619  C4 1.029
9 H -0.984 -1.738 -0.218  C4 1.191
10 H -1.090 1.752 0.979  O6 0.971



Model B:
Formula: C2H4O3S
Source: the OMol25 dataset
Level of theory: wB97M-V/def2-TZVPD

Summary:
Kohn-Sham gap	8.04	eV
highest occupied orbital energy	-9.55	eV

Bonds (Å) are listed after each position.
Positions of all 10 atoms, in Å:
1 C -0.387 -0.091 0.992  C2 1.391, S6 1.853
2 C 0.745 -0.441 0.263  C1 1.391, H7 1.044, H8 1.201, H9 1.174
3 O -3.071 -0.295 0.790  S6 1.423
4 O -1.579 -1.004 -1.194  S6 1.449
5 O -1.973 1.357 -0.469  S6 1.612, H10 0.922
6 S -1.921 -0.196 -0.042  C1 1.853, O3 1.423, O4 1.449, O5 1.612
7 H 0.820 -1.478 0.364  C2 1.044
8 H 1.652 0.203 0.715  C2 1.201
9 H 0.505 -0.587 -0.877  C2 1.174
10 H -2.119 1.881 0.276  O5 0.922



Order from most stable to least stable according to the calculation: model A, model B



Model A:
Formula: C2H10NO2
Source: the OMol25 dataset
Level of theory: wB97M-V/def2-TZVPD

Summary:
Kohn-Sham gap	11.25	eV
charge	+1
highest occupied orbital energy	-14.45	eV

Bonds (Å) are listed after each position.
Positions of all 15 atoms, in Å:
1 C 0.260 -0.314 -1.276  C2 1.350, N3 1.499, H4 1.034
2 C -0.523 -0.981 -2.151  C1 1.350, H5 1.088, H6 1.188
3 N -0.435 0.208 -0.055  C1 1.499, H7 1.017, H8 1.124, H9 1.061
4 H 1.286 -0.413 -1.201  C1 1.034
5 H 0.030 -1.693 -2.760  C2 1.088
6 H -1.695 -0.825 -2.275  C2 1.188
7 H -1.339 0.529 -0.394  N3 1.017
8 H 0.048 1.198 0.170  N3 1.124
9 H -0.465 -0.417 0.801  N3 1.061
10 H -0.461 -2.353 2.366  O12 1.012
11 H 0.936 -1.785 2.416  O12 0.901
12 O 0.203 -1.753 1.894  H10 1.012, H11 0.901
13 H 0.743 2.850 1.634  O15 0.997
14 H 0.995 3.121 0.113  O15 0.972
15 O 0.418 2.626 0.718  H13 0.997, H14 0.972



Model B:
Formula: C2H10NO2
Source: the OMol25 dataset
Level of theory: wB97M-V/def2-TZVPD

Summary:
Kohn-Sham gap	11.28	eV
charge	+1
highest occupied orbital energy	-14.64	eV

Bonds (Å) are listed after each position.
Positions of all 15 atoms, in Å:
1 C 0.768 -0.603 1.092  C2 1.360, N3 1.440, H4 1.116
2 C 0.323 -0.397 2.360  C1 1.360, H5 1.160, H6 1.175
3 N 0.111 -0.195 -0.123  C1 1.440, H7 1.057, H8 1.052, H9 1.108
4 H 1.863 -0.744 0.928  C1 1.116
5 H 1.048 -0.237 3.251  C2 1.160
6 H -0.763 0.000 2.571  C2 1.175
7 H -0.059 -0.815 -0.962  N3 1.057
8 H -0.728 0.402 0.091  N3 1.052
9 H 0.974 0.358 -0.542  N3 1.108
10 H 1.349 0.503 -2.834  O12 0.993
11 H 1.830 -0.831 -3.405  O12 1.052
12 O 1.145 -0.459 -2.698  H10 0.993, H11 1.052
13 H -2.776 0.830 -0.643  O15 0.915
14 H -2.814 1.277 0.798  O15 0.946
15 O -2.271 0.910 0.116  H13 0.915, H14 0.946



Model C:
Formula: C2H10NO2
Source: the OMol25 dataset
Level of theory: wB97M-V/def2-TZVPD

Summary:
Kohn-Sham gap	10.47	eV
charge	+1
highest occupied orbital energy	-14.40	eV

Bonds (Å) are listed after each position.
Positions of all 15 atoms, in Å:
1 C -1.363 -0.330 -0.443  C2 1.342, N3 1.532, H4 1.118
2 C -1.810 -0.235 -1.705  C1 1.342, H5 1.091, H6 1.133
3 N 0.018 0.261 -0.143  C1 1.532, H7 1.024, H8 1.043, H9 0.994
4 H -1.936 -0.079 0.483  C1 1.118
5 H -2.630 -0.851 -2.079  C2 1.091
6 H -1.459 0.505 -2.487  C2 1.133
7 H 0.047 1.117 -0.704  N3 1.024
8 H 0.864 -0.306 -0.370  N3 1.043
9 H -0.091 0.438 0.830  N3 0.994
10 H -0.314 1.886 2.784  O12 1.026
11 H 0.609 0.903 3.514  O12 0.927
12 O 0.251 1.037 2.669  H10 1.026, H11 0.927
13 H 2.986 -1.418 -0.034  O15 1.008
14 H 2.485 -1.747 -1.543  O15 0.968
15 O 2.342 -1.181 -0.771  H13 1.008, H14 0.968



Order from most stable to least stable according to the calculation: model A, model B, model C



Model A:
Formula: C21H21ClN2O2S
Source: the OMol25 dataset
Level of theory: wB97M-V/def2-TZVPD

Summary:
SMILES	Cc1ccc(CNC(=O)CSc2c3c(nc4cc(Cl)ccc24)CCCC3)o1
Kohn-Sham gap	7.84	eV
highest occupied orbital energy	-8.28	eV

Bonds (Å) are listed after each position.
Positions of all 48 atoms, in Å:
1 C 0.901 1.283 3.427  C2 1.593, H28 1.164, H29 1.093, H30 0.972
2 C 0.360 2.083 2.159  C1 1.593, C3 1.350, O27 1.301
3 C -0.755 2.776 1.843  C2 1.350, C4 1.276, H31 0.998
4 C -0.685 3.129 0.618  C3 1.276, C5 1.353, H32 0.956
5 C 0.545 2.749 0.205  C4 1.353, C6 1.389, O27 1.456
6 C 1.035 2.533 -1.077  C5 1.389, N7 1.446, H33 1.103, H34 1.217
7 N 1.390 1.420 -1.928  C6 1.446, C8 1.346, H35 1.026
8 C 0.806 1.046 -3.082  N7 1.346, O9 1.287, C10 1.695
9 O -0.098 1.789 -3.617  C8 1.287
10 C 1.161 -0.483 -3.723  C8 1.695, S11 1.862, H36 1.015, H37 1.146
11 S -0.141 -1.672 -3.126  C10 1.862, C12 1.884
12 C 0.019 -1.293 -1.287  S11 1.884, C13 1.446, C22 1.442
13 C -1.162 -0.929 -0.534  C12 1.446, C14 1.499, C26 1.515
14 C -1.147 -0.656 0.940  C13 1.499, N15 1.344, C23 1.365
15 N -0.063 -1.118 1.585  C14 1.344, C16 1.439
16 C 1.015 -1.532 0.724  N15 1.439, C17 1.532, C22 1.317
17 C 2.112 -2.069 1.649  C16 1.532, C18 1.424, H38 0.940
18 C 3.330 -2.497 1.050  C17 1.424, Cl19 1.721, C20 1.480
19 Cl 4.587 -2.891 2.157  C18 1.721
20 C 3.248 -3.042 -0.324  C18 1.480, C21 1.466, H39 0.962
21 C 2.155 -2.566 -1.178  C20 1.466, C22 1.449, H40 1.195
22 C 1.001 -2.003 -0.506  C12 1.442, C16 1.317, C21 1.449
23 C -2.314 -0.316 1.561  C14 1.365, C24 1.556, H41 0.967, H42 1.047
24 C -3.568 -1.005 0.951  C23 1.556, C25 1.688, H43 0.970, H44 1.267
25 C -3.596 -0.810 -0.726  C24 1.688, C26 1.580, H45 1.020, H46 1.109
26 C -2.253 -0.176 -1.266  C13 1.515, C25 1.580, H47 0.995, H48 0.988
27 O 1.180 1.865 1.172  C2 1.301, C5 1.456
28 H 0.443 1.890 4.308  C1 1.164
29 H 1.974 1.455 3.541  C1 1.093
30 H 0.578 0.369 3.484  C1 0.972
31 H -1.277 2.928 2.679  C3 0.998
32 H -1.393 3.652 0.243  C4 0.956
33 H 0.381 2.929 -1.873  C6 1.103
34 H 2.106 3.107 -1.125  C6 1.217
35 H 1.717 0.662 -1.319  N7 1.026
36 H 1.203 -0.385 -4.733  C10 1.015
37 H 2.130 -0.471 -3.112  C10 1.146
38 H 2.148 -1.784 2.544  C17 0.940
39 H 4.042 -3.283 -0.810  C20 0.962
40 H 2.336 -2.617 -2.358  C21 1.195
41 H -2.199 -0.385 2.519  C23 0.967
42 H -2.382 0.671 1.217  C23 1.047
43 H -4.314 -0.535 1.354  C24 0.970
44 H -3.507 -2.248 1.192  C24 1.267
45 H -3.871 -1.755 -0.993  C25 1.020
46 H -4.479 -0.207 -1.018  C25 1.109
47 H -2.354 0.811 -1.190  C26 0.995
48 H -2.347 -0.417 -2.220  C26 0.988



Model B:
Formula: C21H21ClN2O2S
Source: the OMol25 dataset
Level of theory: wB97M-V/def2-TZVPD

Summary:
Kohn-Sham gap	3.08	eV
highest occupied orbital energy	-5.14	eV

Bonds (Å) are listed after each position.
Positions of all 48 atoms, in Å:
1 N -10.231 0.404 0.968  C2 1.170
2 C -9.080 0.393 0.761  N1 1.170, C3 1.439
3 C -7.662 0.383 0.511  C2 1.439, C4 1.397, C13 1.397
4 C -6.954 -0.822 0.498  C3 1.397, C5 1.397, H14 1.090
5 C -5.578 -0.831 0.259  C4 1.397, C6 1.396, H15 1.087
6 C -4.900 0.369 0.035  C5 1.396, S7 1.830, C12 1.395
7 S -3.106 0.356 -0.324  C6 1.830, C8 1.728, O10 1.448, O11 1.450
8 C -2.309 0.704 1.168  S7 1.728, Cl9 1.629, H16 1.085
9 Cl -0.693 0.781 1.364  C8 1.629
10 O -2.855 -1.009 -0.738  S7 1.448
11 O -2.933 1.444 -1.267  S7 1.450
12 C -5.605 1.573 0.032  C6 1.395, C13 1.397, H17 1.087
13 C -6.980 1.579 0.275  C3 1.397, C12 1.397, H18 1.090
14 H -7.483 -1.760 0.670  C4 1.090
15 H -5.041 -1.776 0.236  C5 1.087
16 H -2.938 0.756 2.051  C8 1.085
17 H -5.088 2.508 -0.169  C12 1.087
18 H -7.529 2.521 0.273  C13 1.090
19 C 4.955 -2.361 -3.129  C20 1.534, C32 1.540, H33 1.093, H34 1.092
20 C 4.395 -1.616 -4.348  C19 1.534, C21 1.532, H35 1.093, H36 1.090
21 C 3.154 -0.860 -3.861  C20 1.532, N22 1.463, H37 1.098, H38 1.103
22 N 3.255 -0.853 -2.402  C21 1.463, C23 1.325, C32 1.460
23 C 2.466 -0.118 -1.633  N22 1.325, C24 1.409, H39 1.098
24 C 2.511 -0.128 -0.224  C23 1.409, C25 1.385, H40 1.099
25 C 2.003 0.901 0.552  C24 1.385, C26 1.449, H41 1.092
26 C 2.308 0.997 1.965  C25 1.449, C27 1.416, C31 1.416
27 C 2.516 2.245 2.602  C26 1.416, C28 1.393, H42 1.093
28 C 2.828 2.310 3.958  C27 1.393, C29 1.402, H43 1.092
29 C 2.933 1.136 4.717  C28 1.402, C30 1.401, H44 1.091
30 C 2.740 -0.108 4.100  C29 1.401, C31 1.394, H45 1.091
31 C 2.438 -0.180 2.742  C26 1.416, C30 1.394, H46 1.092
32 C 4.257 -1.780 -1.886  C19 1.540, N22 1.460, H47 1.102, H48 1.102
33 H 4.726 -3.428 -3.195  C19 1.093
34 H 6.037 -2.248 -3.045  C19 1.092
35 H 5.130 -0.899 -4.724  C20 1.093
36 H 4.134 -2.296 -5.158  C20 1.090
37 H 3.090 0.160 -4.262  C21 1.098
38 H 2.238 -1.389 -4.172  C21 1.103
39 H 1.764 0.558 -2.139  C23 1.098
40 H 2.999 -0.979 0.269  C24 1.099
41 H 1.598 1.778 0.041  C25 1.092
42 H 2.449 3.153 1.997  C27 1.093
43 H 2.994 3.283 4.427  C28 1.092
44 H 3.171 1.187 5.780  C29 1.091
45 H 2.827 -1.030 4.677  C30 1.091
46 H 2.284 -1.147 2.259  C31 1.092
47 H 3.784 -2.581 -1.293  C32 1.102
48 H 4.977 -1.279 -1.220  C32 1.102



Order from most stable to least stable according to the calculation: model B, model A